Record 1
{
  "formula": "C28H49FN2O10P2",
  "method": "wB97M-V/def2-TZVPD",
  "symbols": ["C", "C", "C", "O", "O", "C", "C", "C", "C", "C", "C", "C", "N", "C", "C", "C", "C", "C", "F", "N", "C", "H", "H", "H", "H", "H", "H", "H", "H", "H", "H", "H", "H", "H", "H", "H", "H", "H", "H", "H", "C", "C", "O", "P", "O", "O", "C", "C", "O", "C", "C", "H", "H", "H", "H", "H", "H", "H", "H", "H", "H", "H", "H", "H", "H", "H", "C", "C", "O", "P", "O", "O", "C", "C", "O", "C", "C", "H", "H", "H", "H", "H", "H", "H", "H", "H", "H", "H", "H", "H", "H", "H"],
  "coordinates": [[-1.80102, -0.75068, 1.92939], [-2.86033, -0.86500, 0.80740], [-3.33916, -2.30785, 0.75826], [-3.33126, -3.02944, 1.70352], [-3.82097, -2.73655, -0.45614], [-2.73305, -3.12453, -1.32303], [-2.75957, -2.34876, -2.64302], [-1.43553, -2.29009, -3.38403], [-1.04066, -1.07293, -3.88029], [0.16368, -0.93306, -4.61929], [0.94221, -2.03507, -4.81711], [0.59224, -3.31551, -4.31936], [1.44686, -4.35488, -4.55683], [1.00855, -5.47420, -4.04474], [-0.22618, -5.64232, -3.35283], [-0.64422, -6.99768, -2.80693], [0.51177, -7.86520, -2.28357], [0.29233, -8.34546, -0.84722], [0.60809, -9.00161, -3.09394], [-1.04213, -4.64218, -3.13369], [-0.61382, -3.43435, -3.61215], [-1.25362, 0.19030, 1.88430], [-1.13607, -1.61021, 1.83804], [-2.34685, -0.84030, 2.86923], [-3.71190, -0.20267, 0.98734], [-2.44118, -0.57199, -0.16062], [-1.76441, -3.09934, -0.81295], [-2.91265, -4.17533, -1.55360], [-3.56169, -2.71745, -3.28965], [-3.03394, -1.31786, -2.39320], [-1.66547, -0.20053, -3.71927], [0.48305, 0.01382, -5.03744], [1.86114, -1.94135, -5.38860], [1.64230, -6.35077, -4.16406], [-1.27127, -6.75866, -1.94171], [-1.28773, -7.53864, -3.50415], [1.46524, -7.33207, -2.31052], [-0.46540, -9.13266, -0.86562], [1.23344, -8.78568, -0.50803], [0.00606, -7.52512, -0.18866], [-2.15736, -1.13865, 5.89660], [-2.15192, -0.53499, 7.28864], [-1.82469, 0.85826, 7.27837], [-2.89979, 1.89951, 6.61197], [-4.00947, 1.94549, 7.60181], [-2.20930, 3.35431, 6.91201], [-2.81734, 4.32979, 7.75579], [-2.37524, 4.16526, 9.19672], [-2.28187, 1.84831, 5.11045], [-1.17533, 2.63672, 4.64498], [0.12965, 2.39723, 5.37057], [-2.95882, -0.71335, 5.28707], [-2.30866, -2.21758, 5.94342], [-1.21759, -0.93518, 5.38295], [-3.12135, -0.67900, 7.77439], [-1.39933, -1.02946, 7.90230], [-3.90163, 4.30129, 7.66383], [-2.49893, 5.30779, 7.38825], [-2.44989, 3.13030, 9.52895], [-2.97672, 4.78923, 9.85917], [-1.32851, 4.45620, 9.30544], [-1.44508, 3.69139, 4.64508], [-1.04477, 2.35781, 3.59745], [0.07509, 2.64615, 6.42718], [0.91193, 3.01041, 4.92014], [0.42063, 1.34806, 5.29858], [4.51624, 1.09815, -5.14523], [4.14010, 1.37089, -3.69901], [3.85941, 2.74923, -3.45038], [2.50238, 3.40800, -4.13452], [1.49098, 2.76773, -3.23556], [2.48682, 4.91744, -3.50336], [1.44914, 5.37375, -2.63681], [1.78513, 5.09983, -1.18391], [3.36187, 3.89458, -5.43590], [4.13171, 5.10616, -5.51043], [5.26471, 5.20717, -4.51374], [3.67331, 1.28473, -5.81647], [4.82131, 0.05835, -5.27163], [5.33152, 1.74762, -5.46300], [3.27634, 0.76476, -3.40734], [4.96959, 1.09887, -3.04635], [0.49063, 4.93888, -2.91552], [1.35912, 6.45090, -2.79127], [2.12257, 4.07524, -1.03062], [0.91884, 5.28177, -0.54641], [2.59748, 5.75118, -0.85584], [3.47124, 5.96977, -5.45264], [4.55405, 5.11538, -6.51689], [4.92122, 5.19647, -3.48266], [5.80758, 6.13949, -4.67814], [5.95613, 4.37217, -4.63371]],
  "forces_ev_per_a": [[-0.9, -0.1, -0.3], [0.8, -0.1, 0.1], [-0.4, 0.6, -0.4], [-0.1, -0.3, 0.4], [0.4, 0.4, 0.1], [-0.5, -1.0, -0.7], [0.2, 0.4, 0.5], [-0.3, 0.4, -0.1], [0.4, 0.1, -0.2], [-0.2, -0.5, 0.2], [0.5, 0.2, -0.4], [0.4, 1.1, -0.5], [-1.1, -0.2, 0.7], [0.5, -0.6, -0.3], [-0.3, -0.3, 0.1], [0.2, 0.6, 0.7], [-0.7, 0.0, 0.4], [0.4, -0.3, -0.7], [0.4, 0.1, -0.1], [0.7, 0.0, -0.4], [-0.7, -0.2, 0.3], [0.0, -0.1, 0.0], [0.2, 0.2, 0.2], [0.4, 0.1, 0.1], [0.0, -0.2, 0.0], [-0.1, -0.1, 0.0], [-0.1, 0.4, 0.0], [0.1, 0.1, 0.2], [0.1, -0.2, 0.1], [0.0, -0.1, -0.1], [0.0, -0.1, 0.0], [-0.2, 0.1, 0.2], [0.0, -0.2, 0.1], [0.0, 0.1, -0.1], [-0.1, 0.0, -0.2], [0.3, -0.1, -0.1], [0.0, -0.1, -0.3], [-0.1, 0.2, 0.2], [-0.2, 0.0, 0.2], [0.0, -0.1, 0.0], [-0.1, 0.1, -0.1], [-0.1, -0.3, 0.0], [-0.6, 0.1, -0.6], [4.9, 2.7, 3.4], [-1.7, -1.4, -2.7], [-0.1, -0.2, -0.5], [-0.1, 0.1, 0.4], [0.2, 0.0, 0.1], [-2.5, -1.0, 0.2], [0.4, 0.6, -0.5], [0.0, -0.3, 0.3], [0.0, -0.1, 0.0], [0.0, 0.0, 0.0], [0.0, 0.0, 0.0], [0.0, 0.0, 0.0], [0.1, 0.2, 0.0], [0.0, -0.2, 0.0], [0.1, -0.1, -0.1], [-0.2, 0.0, -0.1], [0.0, 0.0, 0.0], [0.0, 0.0, 0.0], [-0.1, 0.0, 0.2], [-0.2, -0.2, 0.1], [-0.1, 0.1, 0.0], [-0.1, 0.0, -0.1], [0.0, 0.0, -0.1], [-0.1, 0.1, -0.1], [0.0, -0.2, 0.0], [-0.2, -0.2, -0.5], [4.5, 3.1, 5.4], [-1.6, -1.2, -3.4], [-0.2, -0.1, -0.9], [-0.2, 0.0, 0.4], [0.2, 0.0, 0.1], [-2.3, -1.6, -0.9], [0.1, 0.8, -0.3], [0.0, -0.4, 0.2], [0.0, 0.0, 0.0], [0.0, 0.0, 0.1], [0.0, 0.0, 0.0], [0.0, 0.0, 0.0], [0.0, 0.1, 0.1], [0.1, -0.2, 0.0], [0.1, 0.0, -0.1], [-0.2, -0.1, -0.1], [0.0, 0.0, 0.0], [0.0, 0.0, 0.0], [-0.1, -0.1, 0.2], [-0.1, -0.3, 0.0], [-0.1, 0.0, 0.0], [0.0, 0.0, -0.1], [0.0, 0.1, 0.0]],
  "lowdin_charge": [-0.077, -0.132, -0.505, 0.150, -0.030, -0.180, -0.105, -0.150, -0.024, -0.060, -0.028, -0.216, 0.150, -0.069, -0.229, -0.067, -0.383, -0.037, -0.035, 0.191, -0.149, 0.069, 0.080, 0.060, 0.126, 0.107, 0.136, 0.110, 0.131, 0.107, 0.114, 0.099, 0.110, 0.117, 0.112, 0.133, 0.126, 0.089, 0.080, 0.084, -0.087, -0.277, -0.209, 0.574, -0.217, -0.243, -0.279, -0.072, -0.221, -0.257, -0.072, 0.064, 0.083, 0.076, 0.112, 0.118, 0.105, 0.117, 0.074, 0.077, 0.074, 0.114, 0.111, 0.068, 0.083, 0.078, -0.084, -0.285, -0.229, 0.616, -0.221, -0.240, -0.277, -0.071, -0.231, -0.256, -0.074, 0.066, 0.078, 0.075, 0.104, 0.118, 0.105, 0.117, 0.074, 0.077, 0.076, 0.113, 0.121, 0.067, 0.084, 0.077],
  "de_lowest_kj_mol": 0.00,
  "smiles": "CCC(=O)OCCc1cccc2ncc(C[C@@H](C)F)nc12.CCOP(=O)(OCC)OCC.CCOP(=O)(OCC)OCC",
  "e_tot_ev": -74582.317,
  "homo_lumo_gap_ev": 8.3965,
  "homo_energy_ev": -9.075
}


Record 2
{
  "formula": "C4H12NO2P",
  "method": "wB97M-V/def2-TZVPD",
  "symbols": ["C", "C", "C", "C", "N", "O", "O", "P", "H", "H", "H", "H", "H", "H", "H", "H", "H", "H", "H", "H"],
  "coordinates": [[2.63628, 0.02166, 1.07073], [-2.58197, -1.10717, 0.64480], [2.46617, -0.23198, -0.39076], [-1.34399, -1.17297, -0.22149], [-0.80186, 1.28747, -1.47853], [-0.47506, 1.15936, 1.07142], [-0.84785, 2.65716, -1.12814], [-0.30312, 0.34847, -0.16674], [2.17816, -0.88324, 1.53628], [3.79906, -0.00161, 1.07048], [2.29264, 1.06049, 1.20992], [-3.49705, -1.68531, 0.36884], [-2.20572, -1.14413, 1.66389], [-2.97472, -0.10851, 0.44329], [2.33767, -1.23799, -0.74646], [2.72887, 0.46637, -1.24319], [-1.46768, -1.47776, -1.27169], [-0.53761, -1.81101, 0.14557], [-0.57664, 1.26309, -2.38638], [-0.82557, 2.59761, -0.19184]],
  "forces_ev_per_a": [[2.3, -0.4, -2.2], [-0.6, 1.2, -0.7], [-2.9, 0.9, -1.6], [1.4, -0.5, -0.8], [-1.8, 0.6, 4.1], [0.0, 0.1, -0.1], [0.0, 0.5, -1.8], [1.6, -0.9, -1.2], [0.4, 1.4, 0.5], [-1.6, 0.1, 1.2], [0.0, -0.8, 1.0], [1.3, -0.5, 0.4], [-0.8, -0.2, 0.2], [0.0, 0.3, 0.6], [0.2, -0.4, 0.0], [-0.2, -0.6, 1.5], [-0.1, 0.3, 0.2], [-0.5, -0.8, 0.3], [1.3, -0.7, -3.8], [0.0, 0.3, 2.0]],
  "nbo_charge": [-0.689, -0.632, -0.376, -0.758, -0.678, -1.106, -0.560, 1.719, 0.233, 0.216, 0.251, 0.230, 0.230, 0.218, 0.179, 0.201, 0.240, 0.218, 0.381, 0.483],
  "de_lowest_kj_mol": 539.95,
  "e_tot_ev": -19212.162,
  "homo_lumo_gap_ev": [7.4712, 7.8396],
  "homo_energy_ev": [-7.663, -7.528]
}